Record 1
{"formula": "C39H54N3O6PS3", "method": "ωB97M-V/def2-TZVPD", "spin_multiplicity": 1, "smiles": "CCOCCOc1c(CCC(C)C)c2c(c(O)c1[PH2]=S)Sc1c(ccc(CC(C)C)c1CCCCS(=O)(=O)O)N2.c1ccncc1.c1ccncc1", "elements": ["S", "S", "S", "P", "O", "O", "O", "O", "O", "O", "N", "N", "N", "C", "C", "C", "C", "C", "C", "C", "C", "C", "C", "C", "C", "C", "C", "C", "C", "C", "C", "C", "C", "C", "C", "C", "C", "C", "C", "C", "C", "C", "C", "C", "C", "C", "C", "C", "C", "C", "C", "C", "H", "H", "H", "H", "H", "H", "H", "H", "H", "H", "H", "H", "H", "H", "H", "H", "H", "H", "H", "H", "H", "H", "H", "H", "H", "H", "H", "H", "H", "H", "H", "H", "H", "H", "H", "H", "H", "H", "H", "H", "H", "H", "H", "H", "H", "H", "H", "H", "H", "H", "H", "H", "H", "H"], "xyz": [[1.907, 5.042, -1.789], [5.668, -1.512, -6.804], [0.592, 1.409, -2.843], [3.781, -1.169, -6.443], [2.741, 3.932, -2.145], [2.493, 6.001, -0.908], [1.497, 5.802, -3.127], [1.615, 0.655, -5.436], [4.915, -2.492, -3.868], [3.036, -4.734, -2.772], [-7.627, 2.744, 2.576], [2.148, -0.190, -0.714], [-2.598, -1.136, 4.597], [-0.997, 0.099, 1.201], [-3.236, 1.245, 0.779], [2.047, -5.117, -0.598], [3.291, -0.929, -4.713], [3.905, -1.587, -3.636], [0.379, 4.480, -1.059], [-3.620, 0.997, 2.258], [-8.300, 2.782, 3.724], [-0.019, 0.910, -1.254], [-1.828, -2.050, 7.113], [5.928, -1.462, 0.714], [-10.404, 2.945, 2.625], [-1.046, -2.308, 5.999], [0.810, 0.174, -0.410], [-2.012, 3.616, -1.403], [4.455, -3.724, -4.403], [4.321, -4.816, -3.372], [-2.156, 2.124, -1.780], [-1.473, -1.829, 4.770], [6.041, -0.194, 1.575], [2.260, -0.032, -4.421], [3.528, -1.343, -2.312], [-4.677, -0.111, 2.274], [-1.825, 0.861, 0.387], [-3.000, -1.329, 6.952], [-0.811, 4.366, -2.010], [-9.680, 2.880, 3.804], [2.841, -5.696, -1.759], [-9.721, 2.908, 1.420], [-1.317, 1.266, -0.865], [-4.310, 2.266, 2.782], [2.487, -0.435, -2.047], [-8.338, 2.806, 1.452], [-3.337, -0.899, 5.678], [5.337, -1.040, -0.645], [4.272, -2.017, -1.194], [7.369, -2.024, 0.516], [0.293, -0.230, 0.815], [1.866, 0.206, -3.113], [1.501, -5.928, -0.120], [-7.764, 2.771, 0.531], [2.933, -2.142, -6.999], [-1.358, -0.252, 2.154], [4.420, -5.799, -3.841], [-1.529, -2.406, 8.090], [-0.550, 3.952, -2.980], [-3.964, 0.761, 0.128], [-3.640, -1.105, 7.794], [-4.352, -1.007, 1.750], [-2.904, 4.151, -1.718], [3.477, -3.630, -4.879], [1.403, 5.122, -3.811], [5.100, -4.715, -2.613], [4.852, -0.067, -0.563], [-3.749, 3.171, 2.559], [2.696, -4.669, 0.146], [6.440, 0.611, 0.962], [3.602, -2.314, -0.390], [2.229, 1.327, -5.752], [-0.888, -2.007, 3.874], [-3.335, 2.312, 0.588], [-4.565, 2.179, 3.836], [2.337, -6.583, -2.150], [-1.142, 5.381, -2.220], [5.132, -4.077, -5.177], [2.377, -0.991, -0.147], [1.298, -4.416, -0.956], [-4.248, -0.334, 5.508], [-3.204, 1.872, -1.658], [6.722, -0.343, 2.408], [-7.695, 2.732, 4.623], [7.697, -1.950, -0.516], [-10.173, 2.905, 4.766], [-1.949, 3.691, -0.319], [-11.483, 3.024, 2.644], [-2.778, 0.746, 2.884], [-4.994, -0.337, 3.288], [4.800, -2.884, -1.562], [3.800, -6.044, -1.367], [5.302, -2.206, 1.198], [3.443, 0.052, -7.040], [-5.567, 0.259, 1.765], [7.408, -3.065, 0.828], [8.072, -1.455, 1.115], [-10.245, 2.957, 0.476], [0.622, 3.567, -0.523], [-1.910, 1.946, -2.823], [0.144, 5.234, -0.313], [0.901, -0.823, 1.487], [5.066, 0.134, 1.931], [-0.124, -2.868, 6.079], [6.106, -0.911, -1.401], [-5.262, 2.354, 2.261]], "mulliken_charge": [1.20, -0.40, -0.13, 0.25, -0.53, -0.68, -0.52, -0.59, -0.48, -0.26, -0.25, 0.14, -0.12, -0.26, -1.16, -1.04, 0.23, 0.18, -0.72, 0.83, -0.08, 0.76, -0.08, 0.84, -0.12, -0.79, 0.53, -0.59, -0.67, -0.87, -1.64, -0.06, -1.79, -0.08, 0.91, -1.86, 0.26, -0.80, -0.97, -0.67, -0.41, -0.65, -0.03, -1.88, -0.81, -0.09, 0.09, -1.16, -1.14, -1.42, -1.45, 1.02, 0.42, 0.36, 0.09, 0.12, 0.58, 0.39, 0.37, 0.51, 0.36, 0.35, 0.40, 0.32, 0.37, 0.33, 0.41, 0.39, 0.19, 0.42, 0.15, 0.32, 0.37, 0.35, 0.36, 0.38, 0.54, 0.51, 0.08, 0.24, 0.27, 0.56, 0.48, 0.37, 0.36, 0.36, 0.45, 0.37, 0.61, 0.32, 0.04, 0.32, 0.42, 0.04, 0.52, 0.27, 0.40, 0.36, 0.28, 0.73, 0.49, 0.54, 0.35, 0.35, 0.59, 0.50]}

=====

Record 2
{"formula": "C3H11N3Si", "method": "ωB97M-V/def2-TZVPD", "spin_multiplicity": 1, "de_lowest_kj_mol": 136.3, "elements": ["Si", "N", "N", "N", "C", "C", "C", "H", "H", "H", "H", "H", "H", "H", "H", "H", "H", "H"], "xyz": [[1.133, -0.407, -0.092], [1.239, 0.943, 1.047], [2.069, 0.022, -1.426], [1.543, -1.889, 0.660], [-1.188, -0.464, -0.707], [-2.391, 0.991, 0.809], [-1.787, 0.783, -0.356], [-0.992, -0.752, -1.669], [-2.757, 2.071, 1.034], [1.661, -1.868, 1.623], [0.861, 1.770, 0.519], [0.692, 0.727, 1.787], [2.156, -0.499, -2.319], [1.108, -2.739, 0.500], [-2.370, 0.251, 1.540], [-1.434, -1.435, -0.284], [2.119, 1.034, -1.506], [-1.663, 1.461, -1.161]], "mulliken_charge": [0.42, -0.63, -0.45, -0.51, -1.23, -0.76, -0.01, 0.46, 0.19, 0.23, 0.27, 0.24, 0.23, 0.25, 0.36, 0.38, 0.22, 0.34]}

=====

| no. | HOMO-LUMO gap (eV) | DFT total energy (eV) | HOMO level (eV) |
| --- | --- | --- | --- |
| 1 | 7.727 | -99867.8844 | -7.457 |
| 2 | 8.100 | -15637.6834 | -7.486 |